A structure of composition C25H34N3O6SiTi. Source: the OMol25 dataset; level of theory: ωB97M-V with the def2-TZVPD basis set.

Structure (ORCA input):
```
! wB97M-V def2-TZVPD RIJCOSX def2/J DEFGRID3
* xyz -1 1
H 0.12762 -0.82509 -3.53256
H -4.44129 2.86996 -1.77941
H -2.12273 2.88185 -4.39081
H 3.81162 -0.13221 1.07891
C -3.03045 -0.90830 -1.42440
C 1.64776 0.80382 -2.21394
H 1.42463 -1.22482 -4.68072
H 4.14106 1.58532 1.35502
H 0.31066 -1.96740 -0.63199
C -0.46021 -0.29438 3.01613
H -3.14721 -0.29443 5.82619
C 2.26715 -4.51060 0.43675
C 0.99317 -2.51501 0.00745
C -2.39697 -0.29231 5.04468
C -0.46317 -1.27348 4.00939
H 3.33629 -0.38458 3.54421
C 2.24605 0.92532 2.17119
H 3.54812 1.33573 3.84620
O -1.56228 2.66974 -0.34102
H 3.43183 -1.72509 -2.29017
H -3.04459 3.47270 -2.67724
H 0.28282 -2.06052 3.98958
H 3.36825 -4.52914 2.27947
C 1.40976 -3.78290 -0.37514
C -3.15079 1.11289 -3.64271
C 2.81654 0.57604 3.54682
H 2.49060 3.05423 2.47007
H -4.20019 1.34074 -3.88582
C 2.70029 -3.96704 1.63742
C 1.42011 -1.94655 1.21123
H -3.00926 0.03801 -3.77119
C 1.68495 2.35252 2.22407
H -4.74650 0.37670 -1.77975
C 1.15199 -1.17438 -3.62296
C -2.66697 3.28932 -0.60883
C 3.35345 0.86070 1.11414
C 2.27797 -2.70058 2.01591
C -3.71642 0.46479 -1.41770
H -3.75015 0.81347 -0.37862
N -2.93752 1.42888 -2.21504
H 3.88024 -0.80956 -3.74392
C -1.41885 -1.27579 5.01601
Si 0.82482 -0.21346 1.64308
H 2.96915 1.08835 0.11595
O -1.74142 -0.82257 -1.45698
C -3.35319 2.79139 -1.88349
C -1.45681 0.68546 3.06049
H 1.22105 -2.18072 -3.19812
H -1.40593 -2.05039 5.77345
H 3.93883 -0.02223 -2.14495
O 0.11280 0.43186 0.33806
H -2.73676 1.77621 -5.61130
C -2.41632 0.68858 4.06269
C 3.40022 -0.73675 -2.76233
O -0.99143 1.19586 -4.82177
H 2.63241 -2.29775 2.95824
N 2.03707 -0.27573 -2.89476
H -1.48632 1.45415 2.29399
H 0.91249 2.45348 2.99097
N 0.36455 1.15311 -2.32573
O -3.17195 4.17164 0.05634
H -0.47543 1.24110 -3.98363
Ti -0.87005 0.97336 -1.11381
H 1.05481 -4.20474 -1.30776
C -2.23515 1.81663 -4.63981
H -3.18044 1.45613 4.07457
H 2.59388 -5.49947 0.13781
H 2.04021 0.54326 4.31521
H 1.25315 2.65261 1.26836
O -3.69162 -1.92793 -1.38168
*
```

Results
energy above the lowest of the compared OMol25 structures with the same formula, charge and spin: 0.0 kJ/mol
gap between HOMO and LUMO: 6.760 eV



An isolated molecule of CBrFN2O4 in a non-equilibrium geometry. Source: the OMol25 dataset; level of theory: ωB97M-V with the def2-TZVPD basis set.

Structure (ORCA input):
```
! wB97M-V def2-TZVPD RIJCOSX def2/J DEFGRID3
* xyz 0 1
O -1.03141 1.36139 0.42525
O 0.54094 -2.15750 0.42393
O 0.23430 2.05948 -1.17347
O -0.77540 -0.71946 1.49482
N -0.15334 1.20964 -0.40410
N 0.03912 -1.04163 0.45283
C 0.35415 -0.11554 -0.50293
F 1.30197 -0.48211 -1.41391
Br -1.63775 -1.95849 3.07656
*
```

Results
energy above the lowest of the compared OMol25 structures with the same formula, charge and spin: 337.8 kJ/mol
gap between HOMO and LUMO (alpha / beta): 6.097 / 5.965 eV



An isolated molecule of C2H5NO3 in a non-equilibrium geometry. Source: the OMol25 dataset; level of theory: ωB97M-V with the def2-TZVPD basis set.

Structure (ORCA input):
```
! wB97M-V def2-TZVPD RIJCOSX def2/J DEFGRID3
* xyz 0 1
H -1.11007 -1.13276 0.85712
H -0.90720 1.88105 1.88895
H 0.13079 -2.09416 -1.19216
O 0.26627 1.39009 -0.84897
O 0.32943 0.20586 1.21637
C 0.61243 -1.13955 -1.00416
N -0.48587 -0.57320 0.27422
H 0.71157 -0.57718 -1.92509
H 1.56420 -1.24426 -0.49313
O -0.89241 2.12912 0.95169
C -0.21914 1.15498 0.27516
*
```

Results
structure (SMILES): C[N@H+]1O[C@]1([O-])O
energy above the lowest of the compared OMol25 structures with the same formula, charge and spin: 463.4 kJ/mol
gap between HOMO and LUMO: 10.416 eV



An isolated molecule of C5H7NO in a non-equilibrium geometry. Source: the OMol25 dataset; level of theory: ωB97M-V with the def2-TZVPD basis set.

Structure (ORCA input):
```
! wB97M-V def2-TZVPD RIJCOSX def2/J DEFGRID3
* xyz 0 1
C 1.01655 -0.90879 -0.06695
H -3.22447 -0.04653 0.25732
H -1.99241 0.83196 1.66751
C 2.22115 -0.72794 0.30647
N -0.01123 -0.04401 -0.08170
H -1.58404 -1.01984 -1.24646
H 0.51322 -1.87140 -0.25728
O 1.39246 1.82182 0.07846
C -1.29496 -0.40858 -0.34396
C 0.32456 1.31816 -0.32839
H 2.42193 0.44105 0.24453
H -0.54559 1.90381 -1.00389
H 2.94283 -1.55182 0.29727
C -2.18000 0.26211 0.47706
*
```

Results
structure (SMILES): C=CN(C=C)C=O
energy above the lowest of the compared OMol25 structures with the same formula, charge and spin: 413.9 kJ/mol
gap between HOMO and LUMO: 9.538 eV



A cluster of 2 separate species, C2H6ClOPS2 in total in a non-equilibrium geometry. Source: the OMol25 dataset; level of theory: ωB97M-V with the def2-TZVPD basis set.

Structure (ORCA input):
```
! wB97M-V def2-TZVPD RIJCOSX def2/J DEFGRID3
* xyz 0 1
C -1.77898 1.28090 0.88315
S 2.17543 2.74277 0.80612
H -1.51190 0.55640 1.70838
H -0.07512 -1.11124 -0.81060
P 1.02583 1.35976 0.10300
C 0.77028 -1.35296 -0.18126
H 1.41892 -1.95533 -0.78555
S 0.66595 1.49378 -1.96898
H -2.04006 2.36526 1.06922
Cl -2.74757 0.88756 -0.48052
H -0.56420 1.93185 -1.52819
O 1.57347 -0.19051 0.28827
H 0.53931 -1.87182 0.74681
*
```

Results
energy above the lowest of the compared OMol25 structures with the same formula, charge and spin: 0.0 kJ/mol
gap between HOMO and LUMO (alpha / beta): 7.426 / 7.214 eV



A cluster of 5 separate species, C11H31NO5 in total in a non-equilibrium geometry. Source: the OMol25 dataset; level of theory: ωB97M-V with the def2-TZVPD basis set.

Structure (ORCA input):
```
! wB97M-V def2-TZVPD RIJCOSX def2/J DEFGRID3
* xyz 0 1
C -2.07231 -0.25671 -0.04479
H 2.90486 0.04363 0.61819
H -1.88538 0.75937 1.78974
C -1.18720 -1.00032 -1.09331
H -0.51189 4.77946 -0.42978
H -0.53129 -4.03031 0.51040
H -1.24503 -3.93575 -1.11432
C -1.84885 3.99035 -2.23070
C -1.05950 -3.38545 -0.19190
O 1.50297 0.96518 -0.49985
O 3.65677 1.86146 -2.19209
H -2.76712 -0.97310 0.39352
H 3.01860 1.54247 -1.55395
H 1.30728 0.73050 2.28058
O 3.69976 -0.27134 1.04848
H 3.99241 1.06960 -2.61224
H 0.78326 1.59459 -0.54555
C -1.16546 -1.67888 2.68189
O -0.49654 3.82913 -0.29480
H 2.17681 -2.08603 1.00366
H -1.91063 -1.57162 -1.67502
H -2.78297 3.80665 -1.69988
O 1.31964 -2.36976 1.32977
H -1.57573 5.04072 -2.33191
H -1.92772 3.69695 -3.27750
H 1.07911 0.12984 -0.30294
H -1.67377 -1.09257 3.44736
H 1.64028 -2.81469 -0.94354
H 1.43543 -0.63970 3.25047
H -0.60917 -2.46975 3.18505
H -2.02204 -2.11796 2.17046
H 0.19980 0.34213 3.71164
H 0.55526 -2.96777 -2.21516
C -1.16972 0.32559 1.09133
H 0.22203 3.29401 -2.13868
C -0.24530 -2.05856 -0.45632
H -2.69315 0.53141 -0.47083
C -0.29391 -0.74993 1.83624
H -0.86877 2.11625 -1.43367
H 3.85166 0.35253 1.75839
H 1.35223 -1.37700 -1.96684
H -2.10200 -3.26241 0.10164
C 0.88900 -2.23530 -1.48018
N 0.40594 -1.51466 0.79565
H -0.73228 -0.32969 -1.82229
C -0.69919 3.18477 -1.56639
C 0.68094 0.00154 2.79479
H -0.59714 1.20110 0.78517
*
```

Results
structure (SMILES): CC1(C)CCCC(C)(C)N1O.CCO.O.O.O
energy above the lowest of the compared OMol25 structures with the same formula, charge and spin: 12.3 kJ/mol
gap between HOMO and LUMO: 9.173 eV



The ion C2H6BFI with charge -1 in a non-equilibrium geometry. Source: the OMol25 dataset; level of theory: ωB97M-V with the def2-TZVPD basis set.

Structure (ORCA input):
```
! wB97M-V def2-TZVPD RIJCOSX def2/J DEFGRID3
* xyz -1 1
C -0.36227 -1.22490 0.60612
F -0.93504 -0.69273 1.76805
B -0.18656 1.18969 -0.50808
C 0.51181 -0.24554 -0.13622
H 1.44586 -0.12605 0.41453
I 1.44035 2.76246 -0.75722
H 0.20683 -2.09469 0.94156
H -0.93674 1.61083 0.33879
H -1.18767 -1.57152 -0.01678
H 0.77170 -0.74582 -1.07283
H -0.76828 1.13826 -1.57793
*
```

Results
gap between HOMO and LUMO: 7.479 eV